ORCA calculation (ωB97M-V/def2-TZVPD) on a cluster of 12 separate species, C22H66F2N7O15S2 in total.

```
! wB97M-V def2-TZVPD RIJCOSX def2/J DEFGRID3
* xyz -1 1
N -2.19 -4.47 -6.43
C -0.05 -6.67 6.34
H -6.91 -3.94 0.85
C 2.17 0.66 -8.12
C -6.92 -3.63 -0.19
H -5.70 -1.94 -0.13
C -1.85 0.31 6.58
N 0.88 -1.49 -1.71
H 6.04 5.43 -3.79
H -5.94 5.05 -0.48
F -0.66 0.14 -2.24
O -0.66 9.67 3.64
C -7.18 6.35 -1.74
H -1.36 6.66 -5.22
H -0.64 -6.82 7.25
C -0.98 -6.79 5.13
H 5.72 3.87 -3.14
H 7.18 2.46 -2.87
H -1.42 9.33 4.11
H -3.31 -1.52 6.82
H 6.94 1.92 7.16
O -1.94 -5.79 5.09
C -0.06 8.12 -5.64
C 3.96 -12.13 2.41
H -3.75 1.24 7.09
H 1.17 9.01 3.04
H -1.44 -7.77 5.05
H 4.28 1.20 4.95
H -7.18 5.92 -3.63
H 1.90 -11.80 3.26
O 8.48 5.08 -3.87
N -1.58 -5.82 -4.97
H -3.75 -3.32 -0.63
H 6.69 0.14 5.11
C 0.27 8.59 3.48
H 0.69 -7.46 6.40
H -1.26 -4.97 -4.54
H 3.13 0.38 -9.97
H 3.03 -10.56 1.18
H 4.63 -11.63 3.10
C 0.39 8.14 4.90
H 0.07 6.64 -4.26
H -1.99 -5.57 4.16
N 6.39 4.52 -3.52
C 2.63 -12.56 2.99
H -5.36 7.23 -2.69
O -2.79 -6.63 -6.61
H 5.53 2.46 4.85
H 1.25 1.12 -7.75
H 0.42 6.79 2.26
H -7.82 -3.04 -0.39
H -2.54 -4.31 -7.37
H 1.20 7.42 4.96
H 0.63 8.99 5.54
C 6.19 0.70 5.90
O 2.46 -0.62 -7.65
C -6.40 5.04 -1.47
C -5.66 -2.91 -0.63
H -1.60 -6.71 -4.48
O 3.27 -0.75 -0.85
H 3.31 -11.93 0.35
S 0.55 -0.10 -1.25
O -7.84 6.14 -2.97
H 8.86 2.79 -2.85
H 4.71 2.21 6.36
H -7.02 -4.64 -0.60
H -7.07 4.19 -1.50
H 0.45 -5.71 6.19
H 2.00 -13.10 2.29
O -4.51 -3.63 -0.13
H -0.45 -6.75 4.18
O 1.80 -1.92 0.80
H -1.95 8.34 -6.36
H 4.52 -13.49 1.15
O 7.29 1.33 6.49
H -1.59 -0.06 7.58
C 3.79 -11.34 1.13
H -1.38 -0.34 5.84
H -0.52 7.67 5.28
C -3.40 0.40 6.49
O 1.04 8.59 -5.48
H -3.77 0.59 5.48
C 7.66 4.29 -3.52
H -6.61 8.38 -2.26
N -0.49 7.09 -4.97
H 1.91 1.73 -9.97
C 2.15 0.72 -9.65
H -5.59 -3.01 -1.71
C -6.13 7.46 -1.95
H -0.44 8.06 1.53
C -0.29 7.59 2.50
H 4.75 -10.89 0.89
C 5.09 1.69 5.48
H -1.10 6.96 2.86
C -2.22 -5.70 -6.09
H 1.33 0.09 -10.00
N -0.98 8.62 -6.38
H -1.50 -3.83 -6.06
H -1.44 1.31 6.43
H 2.90 1.33 -7.66
O -0.18 0.05 0.01
O 4.58 -13.31 2.09
H -7.79 6.61 -0.88
H -5.59 7.68 -1.03
H 2.72 -13.25 3.83
N 7.93 3.11 -3.08
H -5.54 4.98 -2.13
O 1.39 1.04 -1.61
S 2.16 -1.68 -0.61
H 5.76 -0.15 6.44
O -3.86 -0.78 7.06
H -0.79 9.50 -6.84
H 2.12 -0.71 -6.75
F 2.58 -3.19 -1.05
*
```

## Properties
* HOMO level: -7.075 eV
* calculated total energy: -92131.1972 eV
* LUMO: 1.43 eV
* gap between HOMO and LUMO: 8.50 eV
* energy above the lowest of the compared OMol25 structures with the same formula, charge and spin: 626.77 kJ/mol
* strongest force on any atom: 0.193 Eh/bohr

ORCA calculation (ωB97M-V/def2-TZVPD) on a cluster of 11 separate species, C22H66O11 in total.

```
! wB97M-V def2-TZVPD RIJCOSX def2/J DEFGRID3
* xyz 0 1
H 2.82 -0.12 0.22
H -5.45 -0.44 3.72
H -1.72 -2.10 -2.05
H -4.22 -2.27 2.94
H -0.77 2.92 3.99
H -0.83 2.05 -4.63
H 3.69 -2.69 0.15
O -2.74 3.74 -5.28
H 2.08 5.26 1.81
C 2.81 -2.09 -0.09
H 1.87 -0.38 -5.83
O -0.25 -6.02 -0.74
C -1.40 -4.00 0.03
H -3.69 2.83 2.95
H -1.39 1.56 -3.05
H -2.49 -1.46 -4.97
H -2.51 4.53 -4.78
H -0.65 -3.25 -0.26
H 0.63 4.35 1.93
C 2.68 -0.31 -5.10
H -2.26 -3.10 -4.39
H -0.22 -0.88 3.40
H 0.19 0.35 -1.18
H -0.19 -4.12 5.07
H -0.89 -6.60 -1.15
C 1.41 4.80 2.54
C 2.21 0.11 -3.72
O -2.77 1.24 3.84
H 6.35 1.78 0.21
H -1.53 4.22 3.10
H 1.54 3.44 4.20
H 1.66 -3.63 -1.02
C 2.21 3.84 3.43
O -0.55 -1.98 -4.46
H 2.66 -2.69 -2.18
C -4.77 -1.58 2.29
C -1.40 2.39 -3.76
H 4.91 3.56 -0.81
C -1.73 3.41 3.80
H 3.66 2.99 2.33
H 2.13 -2.06 0.77
O -0.71 -4.16 4.26
C -0.35 0.29 -0.23
H -1.84 -2.44 4.61
H -0.15 -2.74 -4.03
H 3.49 2.90 -0.04
H 1.16 -2.04 -1.51
C -2.67 2.45 3.10
C -2.79 2.69 -4.30
C -2.27 -1.57 -2.82
H -1.98 -0.51 -2.82
H 4.91 1.06 0.94
H -0.19 -5.29 1.20
H -0.31 1.19 1.69
O 2.77 2.79 2.68
C -1.09 -2.83 3.92
H 0.71 -1.88 4.56
C 2.04 -2.63 -1.28
O 3.27 -0.77 -0.37
H 3.13 -1.30 -4.98
H -3.21 1.82 -4.82
O 1.58 0.85 1.10
H -3.45 3.02 -3.50
O 5.48 2.88 1.75
C -1.96 -2.06 -4.23
H -3.51 0.71 3.46
H -1.73 -6.01 0.67
H 0.23 2.31 0.47
H -4.08 -2.33 0.42
C 0.26 1.26 0.74
O 3.66 0.64 -5.48
C 5.35 2.01 0.62
H 6.28 2.63 2.22
H -3.33 -1.57 -2.55
H 0.95 5.56 3.18
H -1.95 -3.95 -0.91
H -2.30 2.26 2.08
C -4.04 -1.39 0.98
H -1.39 0.55 -0.44
H 0.77 -2.25 2.90
H 2.04 1.55 1.59
H -2.09 -3.63 0.78
H -4.49 -0.59 0.38
C 0.07 -1.90 3.67
H -5.77 -1.96 2.11
H -0.96 3.28 -3.32
C 4.47 2.63 -0.43
H 4.32 1.98 -1.29
H 4.08 0.46 -6.32
H -2.08 3.78 4.75
H -1.63 -2.95 2.97
H -3.01 -1.07 1.12
O -4.82 -0.33 3.00
H 2.97 4.41 3.98
H -0.31 -0.72 0.18
H 1.82 1.13 -3.72
H 3.02 0.14 -2.99
C -0.88 -5.38 0.37
H 1.43 -0.52 -3.30
*
```

## Properties
* HOMO level: -9.429 eV
* calculated total energy: -46404.2261 eV
* LUMO: 0.51 eV
* SMILES: CCO.CCO.CCO.CCO.CCO.CCO.CCO.CCO.CCO.CCO.CCO
* gap between HOMO and LUMO: 9.94 eV
* energy above the lowest of the compared OMol25 structures with the same formula, charge and spin: 242.86 kJ/mol
* strongest force on any atom: 0.037 Eh/bohr

ORCA calculation (ωB97M-V/def2-TZVPD) on a cluster of 11 separate species, C22H66O13 in total.

```
! wB97M-V def2-TZVPD RIJCOSX def2/J DEFGRID3
* xyz 1 2
H -3.62 30.90 -6.71
H -7.30 24.51 -6.15
H -0.35 32.58 -6.47
O 0.05 26.89 -4.74
O -8.73 29.19 -8.23
H -6.20 27.74 -4.01
H -1.70 31.79 -9.43
H -2.95 23.03 -5.88
H -4.39 22.02 -5.81
O -8.93 23.33 -6.53
H -5.58 30.13 -5.94
H -1.15 30.25 -7.07
H 1.48 29.48 -3.13
C -6.80 25.46 -11.59
H -9.02 23.09 -5.60
C -6.64 22.78 -7.39
H 0.02 25.67 -10.64
H -2.85 28.91 -9.96
H -2.85 22.66 -3.25
H 1.54 28.25 -5.32
O -7.62 28.20 -2.55
C -5.66 25.01 -10.68
H -5.30 30.96 -4.43
H 0.28 33.24 -8.56
H -9.16 27.19 -4.55
C -3.83 31.37 -5.75
O -4.70 26.04 -10.64
C -2.41 28.48 -12.01
C 0.13 31.90 -7.17
H -0.01 28.67 -2.80
H -1.70 21.42 -5.09
H -4.38 22.20 -3.21
C -8.09 27.02 -4.58
C -3.40 27.41 -7.04
H -6.79 28.51 -2.19
O 2.74 25.23 -9.77
H -7.90 27.47 -9.58
H 0.67 26.21 -4.47
H -7.48 24.61 -11.64
H -1.69 26.50 -7.90
H -6.71 29.30 -8.37
C -7.39 27.40 -8.62
C 0.21 25.13 -9.71
H -7.38 26.34 -11.31
O -4.60 27.01 -6.39
H -6.47 25.66 -12.62
H -2.49 27.31 -10.13
C -7.23 28.09 -3.93
H -1.86 27.76 -12.61
C -4.81 30.36 -5.20
C -7.46 28.68 -7.88
O -1.94 31.37 -8.59
H -8.81 29.27 -9.18
H -6.33 27.20 -8.77
H -4.35 25.48 -8.11
H -7.23 28.69 -6.81
H -6.18 24.91 -9.72
C -0.78 30.88 -7.88
H -4.34 29.00 -3.88
H 1.54 25.34 -7.94
H 1.53 27.83 -2.69
O -3.43 25.41 -8.38
C 1.54 25.48 -9.02
H -0.12 30.20 -8.41
H -2.27 25.55 -6.61
H -4.34 32.33 -5.88
H -3.50 28.51 -12.13
H -1.16 28.31 -10.01
H 2.67 24.40 -10.24
H -0.10 28.85 -5.21
H -0.95 29.65 -12.04
H 1.43 26.56 -8.91
H -0.68 25.37 -9.14
H -7.99 26.80 -5.64
H -7.04 22.20 -8.23
H -2.66 27.90 -6.40
H -3.67 28.07 -7.86
C -3.75 22.83 -3.84
C 0.95 28.54 -3.28
C 0.62 28.19 -4.73
H -4.13 25.80 -9.90
O -1.89 29.74 -12.23
H -4.00 23.89 -3.83
H -7.95 26.69 -8.01
C -2.14 28.28 -10.49
C -2.62 26.14 -7.45
H -2.91 31.52 -5.17
H -4.56 27.54 -5.59
O 0.85 32.61 -8.13
O -4.22 29.12 -4.82
H -7.71 24.34 -7.89
C -3.47 22.29 -5.28
H 0.87 31.28 -6.66
H -7.87 26.07 -4.09
C -7.58 23.81 -6.94
H -0.01 24.12 -10.05
H -6.50 22.02 -6.63
O -2.61 21.15 -5.23
H -5.33 24.01 -10.96
H -7.20 29.04 -4.46
H -5.63 23.17 -7.49
*
```

## Properties
* HOMO level (alpha / beta): -12.298 / -12.298 eV
* calculated total energy: -50485.1182 eV
* LUMO (alpha / beta): -2.15 / -9.54 eV
* expectation value of S²: 0.755
* gap between HOMO and LUMO (alpha / beta): 10.15 / 2.75 eV
* strongest force on any atom: 0.072 Eh/bohr

ORCA calculation (ωB97M-V/def2-TZVPD) on a cluster of 11 separate species, C22H66O14 in total.

```
! wB97M-V def2-TZVPD RIJCOSX def2/J DEFGRID3
* xyz -1 2
H -3.98 -0.82 5.06
H -4.92 1.20 -1.02
C 2.18 -3.65 1.75
H 1.43 6.19 2.43
H 3.51 1.36 4.96
O 0.82 1.84 0.95
H 4.40 -0.67 2.90
H -4.36 0.37 -5.19
H -1.56 -6.42 -2.33
C -3.30 -0.71 -3.77
H -3.21 -0.68 -5.95
O -4.13 1.22 -0.47
H -2.08 0.29 -2.75
C 0.79 0.71 0.11
H -0.16 -1.18 -0.08
C 3.14 5.02 1.75
H -1.60 5.55 -1.23
H -2.08 0.73 -0.53
H 4.88 1.39 2.05
H -3.77 2.40 2.66
C -0.70 3.39 -3.08
H -1.51 3.56 -1.00
H -4.83 -2.50 3.80
H 5.92 -1.39 0.08
C 2.51 6.29 2.31
O 3.96 1.22 2.29
O -0.75 5.33 -1.64
H 2.79 5.09 0.72
H 1.69 2.01 1.31
H -3.37 -4.83 -2.28
H 1.00 1.03 -0.91
H -0.13 0.52 -4.51
H -0.55 2.31 -3.04
H 3.78 -1.14 -1.31
C -2.60 -2.43 3.47
H 2.57 -4.52 1.22
C -2.63 -4.92 -1.48
H -0.93 -0.13 1.14
O -2.08 3.45 -3.54
C -0.67 3.92 -1.59
H 4.50 -0.57 0.72
C -0.50 -0.17 0.14
C -3.88 -2.64 4.33
H 0.27 3.57 -1.16
C 0.14 -0.49 -4.81
H 6.65 0.70 -0.63
O 0.35 -4.78 2.38
H 0.22 -1.04 -2.86
O 3.24 6.43 3.51
H 1.07 -2.23 -3.92
O -1.43 0.12 -0.88
H -5.62 1.65 0.84
H 4.61 -0.12 5.16
H 2.99 -2.98 2.05
H -2.63 2.07 1.46
H 0.95 -1.62 -6.06
H 4.20 5.22 1.68
O -1.50 -5.50 -2.06
C 0.88 -1.18 -3.72
H 3.05 3.97 2.05
H -0.81 -1.02 -4.79
H 0.93 -2.70 3.01
O -1.23 -3.96 0.20
C 3.72 0.14 3.18
C -3.94 -0.63 -5.13
C -4.62 2.03 0.65
H 1.85 -0.74 -3.49
C 5.26 -0.53 -0.06
C -2.40 -3.64 -0.62
H -0.26 -4.42 1.74
C -3.63 1.79 1.77
H 2.67 7.16 1.67
H 4.12 0.65 -1.42
H -2.82 -5.67 -0.71
H 1.60 0.05 0.40
H -3.80 -3.63 4.76
H -2.49 -1.38 3.22
H 2.69 -0.22 3.28
H -2.25 2.54 -3.80
H 5.02 -0.76 -2.21
O -2.50 0.36 -3.60
O 6.10 0.60 0.15
H -3.57 0.77 2.15
H 1.70 -3.14 0.91
H -2.65 -3.05 2.57
H -1.77 -2.72 4.11
C 4.27 0.71 4.54
O -3.77 -1.67 5.45
H 3.94 7.07 3.38
C 4.54 -0.35 -1.33
H 1.79 -4.07 3.79
H -4.72 -1.39 -5.16
H -3.18 -3.36 0.08
H -0.65 -4.49 -0.34
H -4.67 3.07 0.34
O 0.83 -0.67 -6.00
H -0.12 4.03 -3.75
H -1.98 -2.76 -1.10
C 1.22 -3.74 2.92
H -2.63 -1.57 -3.76
H 5.16 1.35 4.51
H -3.99 -0.88 -2.95
*
```

## Properties
* HOMO level (alpha / beta): 0.582 / -7.452 eV
* calculated total energy: -52541.3460 eV
* LUMO (alpha / beta): 2.08 / 2.03 eV
* expectation value of S²: 0.750
* gap between HOMO and LUMO (alpha / beta): 1.50 / 9.48 eV
* strongest force on any atom: 0.086 Eh/bohr

Which of these has the lowest strongest force on any atom?
C22H66O11